Here is a single C9H11N3OS molecule in a non-equilibrium geometry from the OMol25 dataset. Energies are from ωB97M-V/def2-TZVPD.

```
25
Properties=species:S:1:pos:R:3:forces:R:3
N 3.297 -0.192 0.016 -0.58 0.59 0.59
C 2.910 1.158 0.621 -1.22 -0.72 0.96
C 1.263 1.098 0.820 0.36 0.57 -0.28
O 0.749 2.150 1.738 1.45 0.35 -2.11
C 0.492 1.189 -0.661 -1.05 -1.92 0.55
C -0.634 -0.047 -0.616 0.46 -1.69 -1.05
C -0.179 -1.489 -1.248 -3.79 2.07 2.25
C -1.242 -2.745 -1.185 -2.02 3.91 2.18
C -2.695 -2.448 -0.456 3.04 0.78 -1.15
C -3.108 -0.975 0.147 0.17 2.95 0.94
N -4.357 -0.468 0.833 4.71 0.78 -1.82
S -4.112 1.240 1.240 2.82 -3.07 -1.94
N -2.463 1.630 0.697 -1.87 -6.82 -1.68
C -2.074 0.297 0.095 0.72 -1.10 -0.39
H 2.921 -0.963 0.646 0.55 1.42 -1.27
H 2.891 -0.299 -0.939 0.36 0.09 1.29
H 3.245 2.079 -0.025 -0.63 -1.96 1.09
H 3.395 1.242 1.705 -1.00 -0.13 -2.41
H 1.006 0.045 1.321 0.51 2.49 -1.02
H 1.047 3.043 1.349 -0.70 -2.09 0.84
H 1.220 0.956 -1.562 -1.48 0.66 1.89
H -0.094 2.194 -0.806 1.35 -1.90 0.37
H 0.913 -1.558 -1.709 -2.73 0.07 1.06
H -0.940 -3.800 -1.651 -1.00 2.58 1.28
H -3.449 -3.339 -0.370 1.56 2.09 -0.16
```
Forces are in eV/Å.

maximum force = 0.1414 Eh/bohr
HOMO level = -0.30525 hartree
relative energy (zero: lowest compared OMol25 entry of this formula, charge and spin) = 235.0 kcal per mole
total energy = -26853.5928 eV
LUMO = -1.6 eV


Here is a gas-phase ion, C9H11N4O (charge +1) in a non-equilibrium geometry from the OMol25 dataset. Energies are from ωB97M-V/def2-TZVPD.

```
25
Properties=species:S:1:pos:R:3:forces:R:3
C 0.589 -1.809 -0.099 -0.07 2.54 1.41
N 0.786 -0.422 -0.625 -2.23 1.49 2.92
C 1.837 0.304 0.145 -2.07 0.57 0.41
C 1.664 1.784 0.170 2.09 0.76 0.03
C 0.544 2.489 0.236 0.17 2.26 0.01
C -0.776 1.918 0.191 0.45 -0.80 -1.85
C -0.903 0.666 -0.255 1.32 0.51 -1.15
N -1.920 -0.163 -0.217 -2.60 -0.74 3.25
N -2.557 -0.957 -1.053 1.66 0.02 -3.48
C -3.395 -1.647 -0.381 -2.23 -1.76 -0.04
C -3.322 -1.274 0.962 0.25 1.38 1.89
N -2.461 -0.274 1.068 -0.05 -1.60 0.62
C -1.875 3.050 0.071 -0.21 -0.95 0.79
O -2.609 3.067 -0.867 0.27 0.31 0.63
H 0.046 -2.341 -0.822 -0.80 -1.06 -0.52
H 1.581 -2.148 0.068 0.79 -0.98 -0.03
H 0.124 -1.677 0.915 0.04 -0.53 -1.13
H 0.899 -0.403 -1.618 0.25 0.28 -0.64
H 2.740 0.100 -0.316 1.97 -0.56 -0.81
H 1.920 0.030 1.214 -0.43 -0.66 -0.57
H 2.709 2.198 0.192 -1.47 0.44 -0.04
H 0.451 3.631 0.197 1.06 -1.71 0.34
H -4.162 -2.366 -0.785 1.40 0.92 0.03
H -3.867 -1.684 1.841 0.47 0.65 -0.89
H -1.844 3.809 0.939 -0.02 -0.79 -1.21
```
Forces are in eV/Å.

maximum force = 0.0822 Eh/bohr
HOMO level = -0.48405 hartree
relative energy (zero: lowest compared OMol25 entry of this formula, charge and spin) = 120.1 kcal per mole
charge = +1
total energy = -17507.0449 eV
LUMO = -4.5 eV


Here is a molecular structure, C9H11N5 in a non-equilibrium geometry from the OMol25 dataset. Energies are from ωB97M-V/def2-TZVPD.

```
25
Properties=species:S:1:pos:R:3:forces:R:3
C 1.435 1.159 -2.143 4.13 -0.30 1.13
C -0.736 2.129 -0.925 1.24 1.35 -1.68
C -0.991 1.690 0.553 -3.27 1.72 2.85
C -0.890 0.146 0.416 -0.28 1.55 1.20
C 0.167 0.029 -0.509 1.46 3.55 3.35
C 2.149 -2.651 -0.719 2.21 0.66 0.33
C 0.405 -2.166 0.354 2.94 1.49 -1.43
C -1.211 -0.884 1.365 -0.10 2.96 0.32
C -2.149 -0.718 2.703 2.27 0.38 -1.92
H 0.969 1.295 -3.098 -0.68 0.37 -0.27
H 2.492 1.841 -2.111 -3.08 -1.69 -0.11
H 1.849 0.018 -2.086 -0.92 3.22 -0.48
H -1.577 1.709 -1.886 2.45 0.85 3.33
H -0.572 3.302 -1.225 -0.32 -2.96 1.27
H -1.984 2.163 0.993 1.41 -1.42 -1.18
H -0.256 2.094 1.549 -1.29 -1.10 -3.65
H 3.041 -3.163 -1.244 -1.82 0.48 1.31
H -1.309 -0.505 3.784 -2.94 -0.82 -3.62
H -2.675 -1.950 2.676 0.99 4.47 0.62
H -2.654 0.458 2.284 0.55 -4.07 2.16
N 0.622 1.408 -0.885 -1.22 -3.21 -3.35
N 1.074 -0.931 -0.245 -3.56 -2.63 0.82
N 2.202 -1.264 -0.790 0.68 -3.51 -1.30
N 1.181 -3.236 0.056 0.22 2.20 -1.54
N -0.583 -1.975 1.135 -1.07 -3.54 1.84
```
Forces are in eV/Å.

maximum force = 0.0990 Eh/bohr
HOMO level = -0.32254 hartree
relative energy (zero: lowest compared OMol25 entry of this formula, charge and spin) = 231.9 kcal per mole
total energy = -16953.1002 eV
LUMO = -0.1 eV


Here is a single C9H11NO molecule in a non-equilibrium geometry from the OMol25 dataset. Energies are from ωB97M-V/def2-TZVPD.

```
22
Properties=species:S:1:pos:R:3:forces:R:3
C 0.922 1.006 -0.192 -1.94 -1.41 -0.58
C -0.384 0.548 -0.009 3.16 -0.30 -0.87
C 0.469 -2.702 -0.636 -0.08 -2.78 -1.81
C -0.911 -0.876 0.057 0.21 0.65 1.68
C 0.133 -3.906 -1.115 1.63 0.86 -1.69
C 1.038 2.501 -0.378 -4.77 -2.79 1.43
C -1.300 1.702 0.004 -2.00 1.06 -1.44
C -0.410 2.935 0.138 0.88 2.26 -2.55
C 0.683 -1.962 1.601 0.25 -0.55 -0.06
N 0.052 -1.963 0.402 -2.68 2.43 -1.09
O -2.094 -1.105 0.065 0.84 0.02 -0.62
H -0.540 -4.628 -0.639 0.06 0.41 -0.09
H 0.627 -4.193 -2.136 -0.99 0.29 2.15
H 1.766 2.818 0.234 2.91 1.72 1.74
H 1.184 2.621 -1.398 0.45 0.91 -1.86
H -1.982 1.783 -0.926 1.25 -0.42 1.06
H -2.029 1.615 0.789 -0.30 0.08 0.62
H -0.414 3.348 1.122 0.41 -0.21 0.99
H -0.668 3.896 -0.474 -0.24 -1.95 0.74
H 1.405 -2.682 1.677 1.75 -1.65 0.40
H 1.810 0.434 -0.459 -0.33 -0.50 0.54
H 0.646 -1.191 2.272 -0.47 1.87 1.31
```
Forces are in eV/Å.

maximum force = 0.1110 Eh/bohr
HOMO level (spin up / spin down) = -0.22668 / -0.35167 hartree
relative energy (zero: lowest compared OMol25 entry of this formula, charge and spin) = 15.3 kcal per mole
total energy = -13042.2350 eV
2S+1 = 3
LUMO (spin up / spin down) = 0.1 / -0.5 eV


Here is a single C9H11NO2 molecule in a non-equilibrium geometry from the OMol25 dataset. Energies are from ωB97M-V/def2-TZVPD.

```
23
Properties=species:S:1:pos:R:3:forces:R:3
O 2.925 0.417 3.019 -0.58 1.20 -0.44
O 2.056 -1.559 3.453 -1.31 -0.02 -0.26
C 1.959 -0.361 3.108 3.14 -1.52 0.57
C -0.051 -0.473 -1.409 0.09 0.99 0.77
C -0.023 -1.542 -0.543 0.17 0.06 1.67
C 0.157 0.837 -0.955 -0.33 -0.96 0.41
C 0.154 -1.300 0.840 0.29 -0.11 -1.81
C 0.436 1.037 0.424 0.24 1.18 -1.38
N 0.419 -0.021 1.253 -0.83 -0.82 0.43
C 0.035 1.969 -1.935 0.53 -0.26 0.12
C 0.784 2.446 0.952 -0.11 -0.42 0.14
C 0.603 0.146 2.706 -0.99 -0.62 0.80
H -0.284 -0.627 -2.441 0.03 -0.10 -0.53
H -0.153 -2.546 -0.935 -0.07 0.07 0.38
H 0.140 -2.134 1.561 0.19 0.98 -0.08
H -0.766 2.629 -1.680 -0.57 0.49 0.33
H -0.145 1.653 -2.966 0.21 -0.23 0.27
H 0.953 2.532 -1.876 0.28 0.40 -0.37
H 0.025 2.767 1.696 0.48 -0.16 -0.37
H 1.781 2.423 1.444 -0.62 -0.11 -0.15
H 0.805 3.211 0.148 -0.08 -0.79 0.47
H -0.124 -0.479 3.239 -0.06 0.10 -0.49
H 0.485 1.146 3.067 -0.11 0.64 -0.46
```
Forces are in eV/Å.

maximum force = 0.0687 Eh/bohr
HOMO level = -0.28647 hartree
relative energy (zero: lowest compared OMol25 entry of this formula, charge and spin) = 41.1 kcal per mole
total energy = -15095.4032 eV
LUMO = -0.8 eV


Here is a single C9H11NO2 molecule in a non-equilibrium geometry from the OMol25 dataset. Energies are from ωB97M-V/def2-TZVPD.

```
23
Properties=species:S:1:pos:R:3:forces:R:3
N -1.529 1.905 1.032 0.76 1.48 -0.16
C -1.664 0.875 0.031 0.91 0.52 -3.09
C -0.546 0.747 -1.112 -0.10 -0.62 0.18
C 0.802 0.347 -0.646 -1.76 -4.00 1.18
C 1.841 1.141 -0.351 2.47 0.15 0.55
C 3.057 0.667 0.187 -0.18 -1.39 0.07
C 3.328 -0.674 0.445 -3.75 1.53 -0.94
C 2.196 -1.471 0.167 -1.11 -1.40 -0.66
C 0.928 -1.062 -0.300 1.09 1.06 -0.80
C -2.170 -0.515 0.257 0.34 -1.46 2.83
O -2.124 -1.152 1.299 -0.18 0.86 -1.40
O -2.715 -1.055 -0.870 -0.71 -1.84 1.12
H -0.549 2.306 1.052 -1.40 -1.01 0.11
H -2.118 2.721 0.714 0.86 -1.32 0.66
H -2.399 1.180 -0.660 -1.48 0.83 -0.57
H -0.948 0.051 -1.857 0.22 -0.45 0.50
H -0.420 1.568 -1.759 -0.34 2.02 -0.10
H 1.892 2.164 -0.577 -0.58 1.42 -0.35
H 3.843 1.322 0.408 0.82 1.34 0.13
H 4.208 -0.985 0.924 1.01 -0.64 0.21
H 2.243 -2.540 0.162 0.51 -0.66 0.66
H 0.090 -1.821 -0.571 1.76 1.46 0.68
H -3.057 -1.972 -0.556 0.84 2.13 -0.77
```
Forces are in eV/Å.

maximum force = 0.0881 Eh/bohr
HOMO level = -0.33502 hartree
relative energy (zero: lowest compared OMol25 entry of this formula, charge and spin) = 44.4 kcal per mole
total energy = -15095.2599 eV
LUMO = 0.7 eV